1.
This record from the Open Molecules 2025 dataset describes a structure of composition C16H34NO9S2. The level of theory is ωB97M-V/def2-TZVPD.

HOMO energy = -5.8704 eV
LUMO = 2.4 eV
Kohn-Sham gap = 8.3 eV
calculated total energy = -2158.369174 Eh
total charge = -1

```
62
C16H34NO9S2 (ωB97M-V/def2-TZVPD)
O 0.398 -2.916 0.686
S -0.313 -1.791 0.098
S 1.001 0.224 1.496
C -2.804 0.996 -3.054
H -6.835 0.139 -7.266
H 4.574 -1.659 2.404
H -1.291 0.080 -4.251
H -1.693 -2.210 1.966
H -6.028 3.226 -4.433
H -2.450 2.060 -1.240
C 3.786 -2.226 1.893
H -1.515 3.916 2.581
H -0.869 6.290 4.585
H -2.028 1.512 -4.985
H 2.931 1.479 1.114
H 8.111 -6.119 4.212
H -8.208 0.714 -6.287
C -0.508 4.338 2.573
H -0.990 1.392 -1.991
H -6.466 1.629 -3.792
H -2.366 6.170 3.661
C -1.787 -1.557 1.096
C 7.863 -6.003 3.155
H 2.634 -2.114 0.073
H 2.867 -2.225 2.489
O 3.536 -0.278 0.380
H -1.327 7.604 3.472
H -0.017 4.032 3.498
C 2.821 0.417 1.346
C -1.948 1.880 -2.187
C -6.660 2.354 -4.585
N 0.479 -0.393 0.130
C -6.355 1.736 -5.926
H 3.193 0.236 2.365
O 6.682 -4.090 2.374
O 0.558 1.611 1.602
H -7.709 2.650 -4.536
H -1.859 -0.521 1.425
C 5.378 -5.593 3.676
H -1.760 2.834 -2.683
H 5.090 -6.571 3.286
H 7.659 -6.995 2.748
C -7.138 0.494 -6.284
O -0.087 6.484 1.609
O -3.895 0.607 -2.699
H 4.576 -4.881 3.497
C -0.586 5.838 2.503
O 0.744 -0.613 2.664
C -2.231 0.615 -4.397
O -5.529 2.200 -6.676
H 4.375 -2.016 -0.170
H -2.642 -1.855 0.486
O -0.767 -1.955 -1.276
H -6.957 -0.284 -5.540
C -1.335 6.527 3.627
C 3.554 -1.698 0.483
H 5.542 -5.697 4.750
H 0.041 3.928 1.732
H 4.147 -3.256 1.819
H 8.705 -5.559 2.630
H -2.934 -0.020 -4.932
C 6.644 -5.120 3.002
```

=====

2.
This record from the Open Molecules 2025 dataset describes a structure of composition C4H19BrCdNO5 in a non-equilibrium geometry. The level of theory is ωB97M-V/def2-TZVPD.

HOMO energy = -11.3636 eV
LUMO = -3.6 eV
ΔE to the lowest compared entry with this formula, charge and spin = 0.000 eV
Kohn-Sham gap = 7.8 eV
calculated total energy = -3336.283314 Eh
total charge = +1

```
31
C4H19BrCdNO5 (ωB97M-V/def2-TZVPD)
C 1.816 -1.460 -0.881
H 3.081 1.448 -1.742
O -0.359 1.072 2.250
H 0.415 0.623 2.591
H -2.773 0.002 -2.072
H 0.105 -3.335 0.302
H 1.403 -2.148 -1.619
Cd -1.651 0.519 0.529
H 0.066 -0.397 -1.167
C 0.844 -1.337 0.308
H 4.039 0.033 -1.448
Br -3.369 -1.164 1.575
H 1.232 -0.570 0.979
H 0.064 1.955 -1.281
H -0.447 2.918 -0.231
O -0.401 1.986 -0.445
C 0.412 -2.580 1.026
H 1.043 -3.327 1.505
O 2.014 -0.255 -1.590
H -2.599 3.086 0.530
O -2.834 2.250 0.933
H -0.522 1.779 2.874
C 3.124 0.539 -1.142
O -2.493 0.678 -1.455
H -2.950 1.469 -1.743
H 3.128 0.741 -0.070
H -3.615 2.445 1.451
H -0.421 -2.406 1.708
H 2.739 -1.949 -0.567
N -0.373 -0.864 -0.386
H -0.719 -1.751 -0.721
```

=====

3.
This record from the Open Molecules 2025 dataset describes a cluster of 6 separate species, C30H68IN5O11S in total in a non-equilibrium geometry. The level of theory is ωB97M-V/def2-TZVPD.

HOMO energy = -8.9863 eV
LUMO = -1.9 eV
Kohn-Sham gap = 7.1 eV
SMILES string = CC[C@@H](I)C1=C(CCCS(=O)(=O)O)C(=O)OC1=O.COC[C@@H](C)N.COC[C@@H](C)N.COC[C@@H](C)N.COC[C@@H](C)N.COC[C@@H](C)N
calculated total energy = -2980.750953 Eh
total charge = 0

```
116
C30H68IN5O11S (ωB97M-V/def2-TZVPD)
O 0.785 -2.124 0.601
H 9.318 1.231 -4.324
H -2.000 1.182 -4.797
C 9.329 -1.266 -3.668
H 5.659 0.650 -4.414
O -3.782 1.583 5.831
H -4.038 -0.854 1.567
N 4.829 -2.079 -1.309
S 0.452 -1.802 2.278
C -3.038 0.859 -4.672
H 3.615 -0.881 1.676
C -4.886 1.453 4.825
H 9.202 0.183 -6.577
H -1.824 -1.027 1.627
H -6.428 -1.590 -2.770
O 4.052 0.334 0.064
H -1.884 2.231 -2.544
C -5.015 1.198 1.895
H 3.322 3.066 4.710
C -8.283 -2.148 -3.814
C 1.893 2.120 5.793
H -1.543 -0.843 3.540
C -5.128 -0.435 1.808
H -6.108 -4.657 -1.234
C -4.208 1.523 3.323
O 1.743 -1.083 2.810
H -3.928 2.670 -4.004
C -6.287 -1.000 0.797
H -7.085 -1.567 1.443
H 1.067 3.049 7.577
H -6.882 -4.787 -2.810
H 0.353 1.128 2.933
H 7.657 -0.006 -7.416
N 2.442 2.582 4.509
H 0.399 3.665 6.060
O -2.821 0.706 -1.470
C -2.890 1.862 -2.309
H -8.089 -2.827 -5.862
H -2.255 2.015 1.182
C 6.067 -2.060 0.793
H 5.364 3.055 7.976
C 5.824 -1.331 -0.526
H 3.716 2.744 8.559
O -6.188 1.266 5.131
H -3.545 0.994 -5.635
H 4.683 0.514 2.054
H 4.745 -1.644 -2.229
H 9.638 -1.835 -2.788
H 2.954 0.750 1.735
H 2.733 1.767 3.967
O -1.512 2.608 5.672
H 6.094 0.682 0.320
H -3.368 2.638 -1.700
C -7.582 -2.962 -4.899
H -10.087 -2.172 -2.860
C -7.434 -1.959 -2.535
H -1.118 3.047 2.406
H -4.845 0.204 -2.735
H -5.543 1.649 -2.633
H 5.140 -2.338 1.299
H -8.472 -1.151 -4.231
N 6.167 0.048 -5.064
H -7.912 -1.183 -1.926
H -1.564 -0.836 -1.007
H -2.338 -0.966 -2.583
C 2.944 1.326 6.603
O -7.365 -3.115 -1.697
H -3.040 -0.213 -4.463
H 2.573 1.069 7.603
C -0.529 0.853 2.203
H 8.863 -1.966 -4.364
H -6.730 -0.212 0.053
C 8.312 0.862 -4.089
C -3.739 1.673 -3.587
H 3.118 0.374 6.086
C -1.074 -0.671 2.480
H 10.218 -0.811 -4.116
H -0.984 0.189 -2.335
C 5.408 0.148 -0.349
H 6.660 -1.445 1.478
C 4.317 2.972 7.672
H 3.915 -1.912 -0.877
O 0.303 -3.102 3.118
C 1.318 3.317 6.545
H -5.528 -3.632 -2.562
H 4.023 3.933 7.246
H -4.389 1.615 0.968
O 4.225 1.956 6.685
H 7.834 1.638 -3.480
H -7.584 -4.034 -4.689
H 2.002 4.168 6.571
C 7.463 0.673 -5.368
H 1.059 1.439 5.585
O 8.381 -0.294 -3.251
I -6.933 2.262 1.859
C 8.164 -0.141 -6.453
C -2.602 2.053 5.086
N -9.579 -2.773 -3.510
H -9.389 -3.617 -2.962
H -6.544 -2.639 -5.023
H 7.274 1.670 -5.785
H 6.622 -2.989 0.617
C -6.417 -4.087 -2.114
C -1.873 -0.266 -1.887
N -5.035 1.048 -3.284
H -5.764 -1.837 0.125
H 6.357 -0.796 -4.516
H -0.060 0.851 1.110
H -5.371 -0.833 2.902
C -2.768 1.880 3.464
H 5.487 0.638 -1.327
H 6.772 -1.339 -1.078
C -1.686 2.015 2.226
H 8.162 -1.212 -6.243
C 3.835 0.165 1.457
H 0.035 -2.701 0.253
```

=====

4.
This record from the Open Molecules 2025 dataset describes a cluster of 3 separate species, C18H31F7N3O9 in total in a non-equilibrium geometry. The level of theory is ωB97M-V/def2-TZVPD.

HOMO energy = -12.2665 eV
LUMO = -3.9 eV
ΔE to the lowest compared entry with this formula, charge and spin = 0.217 eV
Kohn-Sham gap = 8.4 eV
calculated total energy = -2244.753530 Eh
total charge = +1

```
68
C18H31F7N3O9 (ωB97M-V/def2-TZVPD)
H -0.709 1.351 -2.699
H 2.874 -0.398 2.376
C 1.778 -2.245 2.322
H 2.050 -2.288 -3.792
C 6.099 1.660 6.691
H 6.918 -0.041 2.238
H 1.765 -2.360 1.238
H -1.329 4.841 -3.562
H -3.504 -3.528 3.095
C -0.552 -2.548 2.308
H -2.270 -1.791 -4.825
H -3.800 0.080 -4.696
H -0.878 -3.151 -3.174
H 7.159 3.170 7.785
F -6.642 0.594 -3.908
H 6.030 3.807 6.577
O 7.446 1.043 4.451
C -2.851 -2.875 2.526
N -2.013 -1.546 -3.876
C 6.254 1.180 4.406
O -1.525 -3.150 2.982
C 6.256 0.813 2.114
C 6.755 3.020 6.784
C -0.727 -2.100 -3.433
H 1.399 -0.622 -3.602
H -1.894 3.208 -3.879
H 1.119 -0.186 2.335
H -2.949 -3.093 1.464
H 6.838 1.694 1.846
H 7.570 3.112 6.067
O 5.447 1.462 5.422
O 0.599 -2.849 2.884
H -3.146 1.509 -2.138
H 5.529 0.606 1.334
C 1.927 -0.798 2.736
H -0.370 0.724 -1.084
O -0.897 2.674 -1.119
F -7.436 -1.366 -3.313
H 2.602 -2.839 2.710
H -2.039 -1.138 -1.379
C -1.039 1.372 -1.653
N -2.660 -0.501 -1.870
N -3.996 -0.300 -3.776
H -3.109 -1.836 2.722
F -5.571 1.033 -1.598
H 5.303 1.569 7.427
F -5.585 -1.056 -1.019
H 1.879 -1.228 -5.191
C -1.198 3.799 -3.281
O -0.704 -1.848 1.332
F -7.442 0.044 -1.168
C -1.528 3.682 -1.819
H -0.353 -1.535 -2.577
F -4.863 -2.366 -3.234
C -6.401 -0.526 -3.193
O -2.266 4.422 -1.246
H -2.814 1.058 -0.473
H -0.172 3.501 -3.488
C -2.833 -0.819 -3.168
C -2.484 0.922 -1.500
O 5.503 1.055 3.304
C -5.148 -1.191 -3.828
F -5.437 -1.418 -5.130
C -6.242 -0.111 -1.700
O 0.124 -1.998 -4.527
H 6.813 0.856 6.862
H 1.905 -0.708 3.821
C 1.433 -1.508 -4.240
```

=====

5.
This record from the Open Molecules 2025 dataset describes a structure of composition C5H13ClI2N2OPPdS in a non-equilibrium geometry. The level of theory is ωB97M-V/def2-TZVPD.

HOMO energy (spin up / spin down) = -19.3640 / -20.4218 eV
LUMO (spin up / spin down) = -12.9 / -14.4 eV
ΔE to the lowest compared entry with this formula, charge and spin = 0.000 eV
Kohn-Sham gap (spin up / spin down) = 6.5 / 6.0 eV
multiplicity = 5
expectation value of S² = 6.022
calculated total energy = -2304.900149 Eh
total charge = +3

```
27
C5H13ClI2N2OPPdS (ωB97M-V/def2-TZVPD)
C 1.295 -2.983 -0.078
H -3.871 0.937 2.240
H 1.252 -3.066 1.015
C 0.757 1.258 1.215
H 2.204 -3.460 -0.461
I 0.491 2.120 -1.606
H 2.855 -0.778 1.376
N -3.326 3.256 0.114
Cl -1.219 -1.575 -1.587
H 1.095 -1.564 -2.946
H 2.294 -0.256 -2.603
C -3.351 2.018 0.615
S -2.902 0.676 -0.323
H 3.758 -1.406 -0.026
H 2.738 -1.984 -2.374
H -2.998 3.385 -0.835
I -0.687 -1.030 2.417
N -3.837 1.871 1.853
C 2.972 -0.710 0.287
Pd -0.450 0.212 0.045
C 1.930 -1.247 -2.310
H -3.468 4.057 0.718
O 1.339 1.941 1.920
H -3.952 2.677 2.454
H 0.414 -3.438 -0.546
H 3.253 0.304 -0.021
P 1.414 -1.215 -0.552
```